{"formula": "C3H3NO2", "method": "ωB97M-V/def2-TZVPD", "species": ["C", "N", "H", "H", "O", "C", "O", "H", "C"], "positions_angstrom": [[-1.68532, -0.47258, -0.07690], [-4.14950, -0.05941, 0.10638], [0.54893, 1.77756, 0.75427], [-0.29066, -2.00109, -0.80231], [0.30151, 1.74305, -0.11544], [-3.01396, -0.32325, -0.00608], [-1.01706, 1.94154, -0.13316], [0.38455, -0.37678, -0.34930], [-0.47000, -0.97751, -0.30660]], "forces_ev_per_a": [[3.1812, -0.6553, -0.5874], [0.7443, -0.3129, -0.1448], [0.9555, 0.2693, 4.0222], [-0.6423, 1.3194, 1.1693], [-1.0066, 0.1915, -4.1013], [-1.4183, 0.3337, 0.3405], [0.1187, -0.5240, 0.2100], [1.1357, 1.0504, 0.3680], [-3.0683, -1.6720, -1.2765]], "total_energy_ha": -321.0792, "homo_lumo_gap_ev": [8.1, 9.4]}